# 1
{
  "formula": "C8H13OP",
  "method": "ωB97M-V/def2-TZVPD",
  "e_lumo_ev": 0.54,
  "total_energy_ha": -729.0441,
  "e_above_lowest_ev": 3.471,
  "fmax_ev_per_a": 5.6,
  "mol_weight_g_mol": 156.165,
  "species": ["P", "O", "C", "C", "C", "C", "C", "C", "C", "C", "H", "H", "H", "H", "H", "H", "H", "H", "H", "H", "H", "H", "H"],
  "xyz": [[-2.1131, -0.1205, 0.7029], [-0.7935, 0.7629, 0.8314], [0.5297, 0.2173, 0.5115], [-1.4277, -1.7622, 0.3297], [-2.7429, 0.1013, -1.1550], [1.3817, 2.6712, 0.7777], [0.4360, -0.9907, -0.3352], [2.0336, -2.9655, 0.2945], [1.3904, -2.0274, -0.0268], [1.2908, 1.4115, -0.1361], [-1.7541, -2.2324, -0.5590], [-3.7206, -0.4890, -1.1921], [0.3181, -1.0142, -1.3337], [-2.0004, -0.1764, -1.8741], [2.7225, -3.7143, 0.4337], [2.3641, 3.2112, 0.4770], [1.1467, 0.0631, 1.3518], [-3.0125, 1.0693, -1.3137], [0.8311, 1.8788, -0.9284], [-1.2529, -2.5595, 1.1112], [0.7265, 3.4874, 0.7687], [1.5029, 2.2499, 1.7808], [2.1436, 0.9283, -0.5167]],
  "mulliken_charge": [-0.098, -0.233, 0.399, -0.686, -1.090, -1.156, -0.735, 0.342, -1.168, -0.797, 0.441, 0.306, 0.570, 0.278, 0.561, 0.305, 0.412, 0.414, 0.343, 0.364, 0.340, 0.335, 0.552]
}

# 2
{
  "formula": "C8H13OS",
  "method": "ωB97M-V/def2-TZVPD",
  "e_lumo_ev": -6.92,
  "total_energy_ha": -785.6945,
  "e_above_lowest_ev": 1.165,
  "fmax_ev_per_a": 4.9,
  "total_charge": 1,
  "mol_weight_g_mol": 157.258,
  "species": ["S", "O", "C", "C", "C", "C", "C", "C", "C", "C", "H", "H", "H", "H", "H", "H", "H", "H", "H", "H", "H", "H", "H"],
  "xyz": [[-2.3698, -2.5970, 2.5729], [-0.2173, -1.9128, 0.1215], [-0.7464, -0.9861, 0.8501], [2.0179, -2.0443, -0.6064], [0.6725, 0.2310, -0.5505], [-0.5936, 0.3982, 0.3737], [-1.8434, 0.6297, -0.6629], [0.7110, -1.3218, -0.8505], [-0.4921, 1.5197, 1.3516], [-1.4972, -1.2446, 2.0330], [1.5361, 0.4433, -0.0281], [-1.2958, 1.6898, 2.1112], [2.1781, -2.1156, 0.4393], [2.7314, -1.5437, -1.1446], [0.5387, 1.4709, 1.7397], [-1.8270, -0.2903, 2.5892], [0.2288, -1.5659, -1.7860], [-1.5971, 1.3558, -1.3718], [-2.7905, 0.9918, -0.0661], [1.9498, -3.1105, -0.9793], [-2.0507, -0.3638, -0.9498], [-0.4408, 2.3238, 0.7228], [0.4083, 0.8397, -1.4961]],
  "mulliken_charge": [0.052, -0.291, 0.544, -1.457, -0.929, 1.516, -1.433, 0.305, -1.705, -0.770, 0.525, 0.451, 0.383, 0.447, 0.364, 0.219, 0.395, 0.470, 0.322, 0.357, 0.469, 0.514, 0.253]
}

# 3
{
  "formula": "C8H13P",
  "method": "ωB97M-V/def2-TZVPD",
  "s_squared": 2.0055,
  "e_lumo_ev": [1.02, -3.77],
  "total_energy_ha": -653.6849,
  "e_above_lowest_ev": 1.960,
  "fmax_ev_per_a": 6.0,
  "multiplicity": 3,
  "mol_weight_g_mol": 140.166,
  "species": ["P", "C", "C", "C", "C", "C", "C", "C", "C", "H", "H", "H", "H", "H", "H", "H", "H", "H", "H", "H", "H", "H"],
  "xyz": [[0.4659, -2.8220, 1.5221], [-0.6890, 1.2625, -0.7799], [-0.2269, -2.0593, -0.8512], [1.0608, 1.3484, 1.0527], [-1.2965, -2.8934, -0.3551], [0.8583, 3.1822, -0.5007], [0.6715, -1.7978, 0.1181], [0.3820, 1.8971, 0.0212], [-1.1834, -3.2819, 0.9373], [-0.2119, -1.7365, -1.9369], [0.0248, -1.8948, 2.2988], [-2.1245, -2.9164, -1.1157], [-1.5785, 1.9905, -0.7658], [1.0166, 0.3263, 1.2937], [-0.4513, 1.0549, -1.8324], [-1.8840, -3.6639, 1.7129], [0.0245, 3.8024, -0.8167], [1.5373, -1.0251, -0.0686], [1.7143, 2.0195, 1.5548], [1.3894, 3.9095, 0.2476], [1.4236, 3.0054, -1.4543], [-0.9231, 0.2925, -0.2820]],
  "mulliken_charge": [0.048, -0.941, -0.475, -0.990, -0.136, -1.190, -0.479, 0.887, -0.665, 0.384, 0.010, 0.309, 0.336, 0.259, 0.259, 0.378, 0.331, 0.627, 0.266, 0.334, 0.235, 0.212]
}

# 4
{
  "formula": "C8H14",
  "method": "ωB97M-V/def2-TZVPD",
  "e_lumo_ev": 1.00,
  "total_energy_ha": -313.0715,
  "e_above_lowest_ev": 3.970,
  "fmax_ev_per_a": 4.1,
  "mol_weight_g_mol": 110.200,
  "species": ["C", "C", "C", "C", "C", "C", "C", "C", "H", "H", "H", "H", "H", "H", "H", "H", "H", "H", "H", "H", "H", "H"],
  "xyz": [[-0.1732, 1.0118, -1.4210], [-0.2624, -0.4476, -0.8857], [0.3985, -1.9320, 0.9586], [-0.0107, 3.3429, -0.0963], [-1.3055, -1.2543, -1.1912], [0.7525, -1.6511, 2.4394], [0.9117, -0.8335, -0.0102], [-0.5063, 2.0786, -0.3212], [-0.7228, -2.1703, 0.8945], [0.5973, -0.5791, 2.5587], [-1.4665, -2.2162, -0.8538], [1.6124, -0.9655, -0.8090], [-0.6261, 4.2934, 0.2010], [0.3658, -2.4524, 3.1170], [-2.1871, -0.8579, -1.5522], [1.0451, 3.5730, -0.3568], [1.0221, -2.8767, 0.5544], [0.7646, 1.2752, -1.8780], [-1.4542, 2.0104, 0.3070], [1.1813, -0.1252, 0.7565], [1.9430, -1.8075, 2.4856], [-0.9030, 1.0104, -2.2590]],
  "mulliken_charge": [-0.769, 0.614, -0.374, -0.624, -1.237, -1.130, -0.480, -0.127, 0.307, 0.364, 0.453, 0.437, 0.210, 0.321, 0.311, 0.230, 0.156, 0.341, 0.231, 0.189, 0.232, 0.348]
}

# 5
{
  "formula": "C8H14BrN2O3S",
  "method": "ωB97M-V/def2-TZVPD",
  "s_squared": 2.0127,
  "e_lumo_ev": [-3.56, -7.28],
  "total_energy_ha": -3620.2195,
  "e_above_lowest_ev": 0.958,
  "fmax_ev_per_a": 5.8,
  "multiplicity": 3,
  "total_charge": 1,
  "mol_weight_g_mol": 298.182,
  "species": ["Br", "S", "O", "O", "O", "N", "N", "C", "C", "C", "C", "C", "C", "C", "C", "H", "H", "H", "H", "H", "H", "H", "H", "H", "H", "H", "H", "H", "H"],
  "xyz": [[3.8447, 1.4134, -0.8627], [1.0361, -0.9276, 1.8470], [-1.5230, 0.7541, -0.3463], [2.8967, -1.9360, -0.2321], [-1.7745, -0.6865, -2.0471], [0.2045, -2.1843, -0.2229], [1.1207, 1.3121, 0.1000], [-3.6695, 1.8341, 0.4321], [-1.1409, -0.2071, -1.1471], [-0.2219, -1.9822, 1.1291], [2.5305, -0.7711, 0.1872], [3.6352, 0.1504, 0.7308], [1.2478, -0.0693, -0.0155], [-2.6691, 1.6119, -0.7284], [0.2801, -0.9208, -0.8845], [-0.2174, -2.9564, -0.6679], [-4.3009, 2.5613, 0.1028], [-1.0541, -1.2380, 1.0894], [0.1726, 1.6555, 0.1286], [-3.1710, 1.1743, -1.6334], [1.8827, 1.9308, 0.5378], [-2.2073, 2.5256, -0.8996], [-4.0702, 0.9025, 0.5981], [4.6394, -0.3894, 0.7660], [-3.2204, 2.2036, 1.3382], [3.3251, 0.6973, 1.6433], [2.1321, -2.5313, -0.4903], [-0.4109, -3.0343, 1.5213], [0.7031, -0.8924, -1.9741]],
  "mulliken_charge": [-0.122, -0.006, -0.368, -0.568, -0.549, -0.484, -0.259, -1.357, 0.222, -0.289, 0.111, -0.896, 0.703, -0.308, 0.184, 0.321, 0.455, 0.211, 0.153, 0.359, 0.305, 0.345, 0.390, 0.444, 0.336, 0.357, 0.469, 0.475, 0.366]
}

# 6
{
  "formula": "C8H14BrN5",
  "method": "ωB97M-V/def2-TZVPD",
  "e_lumo_ev": -7.48,
  "total_energy_ha": -3160.4193,
  "e_above_lowest_ev": 0.000,
  "fmax_ev_per_a": 4.0,
  "total_charge": 2,
  "mol_weight_g_mol": 260.139,
  "species": ["Br", "N", "N", "N", "N", "N", "C", "C", "C", "C", "C", "C", "C", "C", "H", "H", "H", "H", "H", "H", "H", "H", "H", "H", "H", "H", "H", "H"],
  "xyz": [[-4.6374, -0.7140, 0.1027], [0.9358, -2.0004, -0.7559], [-1.3215, 3.3701, -0.2914], [0.7715, -1.6828, 1.5447], [0.8367, 1.7999, -0.3172], [-1.7869, -0.7373, 0.2527], [-0.3484, 1.1879, -0.1794], [2.0550, 1.1520, 0.0749], [-0.5225, -0.1658, 0.1460], [1.9301, -3.1472, -0.7517], [-2.8934, 0.0220, -0.0112], [-1.5204, 2.0396, -0.2496], [-2.7664, 1.4107, -0.1386], [0.5117, -1.3858, 0.2910], [-1.9563, -1.6422, 0.6258], [0.6748, -1.5685, -1.5498], [0.4606, -1.0990, 2.2707], [-0.7079, 3.6504, 0.4502], [2.0998, 1.3428, 1.0993], [1.0315, 2.7539, -0.5309], [-3.6616, 1.9419, -0.2797], [1.4652, -4.1007, -0.6605], [2.7702, 1.7104, -0.4735], [2.1843, 0.0337, -0.1609], [2.3540, -3.1572, -1.7683], [1.4770, -2.2813, 1.7198], [-2.0030, 4.0948, -0.4922], [2.5677, -2.8278, 0.0331]],
  "mulliken_charge": [-0.005, -0.046, -0.504, -0.238, -0.347, 0.002, 0.448, -0.808, -0.060, -0.819, 0.020, 0.692, -0.444, -0.100, 0.277, 0.260, 0.246, 0.260, 0.422, 0.330, 0.401, 0.338, 0.355, 0.218, 0.340, 0.150, 0.271, 0.343]
}

# 7
{
  "formula": "C8H14ClMoN2O3S2",
  "method": "ωB97M-V/def2-TZVPD",
  "e_lumo_ev": [-13.40, -13.40],
  "total_energy_ha": -1972.1612,
  "e_above_lowest_ev": 1.316,
  "fmax_ev_per_a": 1.4,
  "total_charge": 3,
  "mol_weight_g_mol": 381.738,
  "species": ["Mo", "Cl", "S", "S", "O", "O", "O", "N", "N", "C", "C", "C", "C", "C", "C", "C", "C", "H", "H", "H", "H", "H", "H", "H", "H", "H", "H", "H", "H", "H", "H"],
  "xyz": [[-0.4125, -0.7908, 0.0946], [-4.0094, 0.2858, -1.3682], [0.6813, -1.3864, 2.0477], [-1.1898, -2.9750, 0.0182], [0.9571, -0.7996, -1.0985], [-1.8633, 0.0794, 0.9028], [-0.9170, 1.2717, -0.6211], [1.6849, -0.6823, -3.2569], [2.8392, 0.3888, -1.5383], [-0.5939, -2.2999, 2.5973], [-2.6751, -3.7579, 2.1514], [-0.7901, -2.4327, 4.0606], [1.8579, -0.3367, -2.0195], [0.6132, -1.5314, -3.8227], [-3.3287, 1.5945, -0.3660], [-1.5002, -2.9917, 1.6575], [-1.9849, 1.0744, -0.0282], [-2.8177, -3.6809, 3.2241], [-0.3201, -1.3608, -3.2948], [-0.0250, -1.9088, 4.6288], [0.9073, -2.5777, -3.7843], [-3.2403, 2.4982, -0.9632], [-3.9513, 1.7341, 0.5142], [0.4785, -1.2281, -4.8567], [3.5708, 0.7506, -2.1395], [-3.5840, -3.4220, 1.6441], [2.8855, 0.6441, -0.5644], [-2.5485, -4.8143, 1.8810], [-0.7751, -3.4983, 4.3228], [2.3901, -0.3577, -3.9117], [-1.7764, -2.0521, 4.3498]],
  "mulliken_charge": [0.915, -0.071, -0.040, -0.038, -0.642, -0.432, -0.630, -0.197, -0.328, 0.971, -1.269, -1.532, 0.737, -0.714, -0.346, 0.826, 0.976, 0.392, 0.208, 0.501, 0.341, 0.356, 0.355, 0.334, 0.238, 0.390, 0.206, 0.404, 0.410, 0.272, 0.410]
}

# 8
{
  "formula": "C8H14ClN",
  "method": "ωB97M-V/def2-TZVPD",
  "e_lumo_ev": 0.44,
  "total_energy_ha": -828.0250,
  "e_above_lowest_ev": 2.312,
  "fmax_ev_per_a": 4.4,
  "mol_weight_g_mol": 159.660,
  "species": ["Cl", "N", "C", "C", "C", "C", "C", "C", "C", "C", "H", "H", "H", "H", "H", "H", "H", "H", "H", "H", "H", "H", "H", "H"],
  "xyz": [[-3.6396, 2.0472, 0.3413], [-3.5652, -1.4283, 0.5538], [2.3281, -0.2799, 0.6931], [1.0507, 0.2938, 0.0314], [-2.4922, 0.7097, -0.1012], [-2.9566, -0.4359, 0.2269], [1.2950, 0.4731, -1.4432], [-0.1059, -1.9117, -0.6509], [-0.1277, -0.7767, 0.0777], [0.6132, 1.6217, 0.7146], [1.5099, 2.1196, 1.0424], [0.4328, 0.8435, -1.9013], [1.6798, -0.4901, -1.7865], [-3.3544, -1.7482, 1.4912], [0.6581, -2.2202, -1.3904], [-1.6348, 1.1424, -0.5687], [0.1573, 2.2638, 0.0136], [-0.9259, -2.6561, -0.7662], [2.1248, 1.1663, -1.5385], [2.4781, 0.2523, 1.6308], [-0.7596, -0.7555, 1.0156], [-0.0408, 1.3144, 1.3992], [3.1658, -0.2413, 0.1128], [2.1091, -1.3038, 0.8023]],
  "mulliken_charge": [-0.229, -0.529, -1.698, 2.084, -0.139, 0.396, -1.865, -1.023, -0.549, -2.199, 0.535, 0.369, 0.516, 0.292, 0.234, 0.279, 0.385, 0.286, 0.485, 0.370, 0.591, 0.565, 0.414, 0.431]
}

# 9
{
  "formula": "C8H14ClN4O3",
  "method": "ωB97M-V/def2-TZVPD",
  "e_lumo_ev": -4.67,
  "total_energy_ha": -1217.6948,
  "fmax_ev_per_a": 2.8,
  "total_charge": 1,
  "mol_weight_g_mol": 249.678,
  "species": ["Cl", "O", "O", "O", "N", "N", "N", "N", "C", "C", "C", "C", "C", "C", "C", "C", "H", "H", "H", "H", "H", "H", "H", "H", "H", "H", "H", "H", "H", "H"],
  "xyz": [[-3.3984, 0.3974, -3.5339], [4.1632, 1.8175, 0.4518], [1.1991, 0.4470, 2.2809], [-0.0752, -1.2975, 1.3321], [-0.6527, -2.4336, -1.0576], [-2.4320, 0.2991, -2.0832], [-1.9904, -1.9190, -2.7183], [-1.0157, -1.1525, -0.8240], [-3.4343, 1.6873, -0.3699], [-1.2239, -2.8683, -2.1642], [-0.4812, -0.4093, 0.3302], [2.4811, 1.0433, 2.0660], [-1.8259, -0.8690, -1.8613], [2.9044, 1.1659, 0.5852], [-2.3905, 1.4626, -1.2683], [1.1569, -0.9117, 1.9377], [-1.6120, 2.2408, -1.3328], [3.2555, 0.5602, 2.6972], [2.1627, 1.6796, -0.0585], [3.0655, 0.1584, 0.1472], [1.9908, -1.2549, 1.2961], [4.2851, 2.4295, 1.1924], [0.3268, 0.2527, -0.0380], [-1.2964, 0.2082, 0.7439], [-1.0897, -3.8557, -2.6075], [2.4005, 2.0786, 2.4572], [-0.0253, -3.0175, -0.5172], [-4.4541, 1.9816, -0.6693], [1.2260, -1.4921, 2.8798], [-3.2199, 1.5713, 0.7063]],
  "mulliken_charge": [-0.026, -0.516, -0.345, -0.412, -0.278, -0.026, -0.573, 0.433, -0.295, -0.032, 0.014, -0.463, 0.623, -0.188, -0.518, -0.368, 0.367, 0.331, 0.147, 0.254, 0.384, 0.324, 0.249, 0.085, 0.427, 0.384, 0.210, 0.292, 0.294, 0.224]
}